47
Properties=species:S:1:pos:R:3:forces:R:3:mulliken_charge:R:1 method="wB97M-V/def2-TZVPD" homo_lumo_gap_ev=7.53 lumo_energy_ev=2.2 total_charge=-1 e_homo_ev=-5.37
Cd -0.414 -0.075 -0.148 -0.1 0.0 0.3 2.114
Cl 0.666 -2.252 -7.016 -0.4 0.2 1.1 -0.270
C 0.681 -2.001 -5.248 2.5 -0.9 0.9 -0.046
C 1.790 -2.472 -4.527 0.3 -0.7 -0.5 -0.422
C 1.965 -2.230 -3.127 0.5 -0.5 -0.8 -0.422
I 3.585 -3.147 -2.168 -0.1 0.1 -0.1 0.015
C 1.130 -1.427 -2.360 0.9 -0.6 1.4 0.703
O 1.243 -1.126 -1.103 0.8 -0.7 -1.2 -0.713
C 0.033 -0.960 -3.093 -1.6 1.0 -2.6 0.327
N -0.760 -0.109 -2.438 -2.0 0.7 -1.0 -0.449
C -1.812 0.446 -3.065 1.3 -1.8 -0.6 -0.313
C -2.202 0.163 -4.382 1.8 -0.9 0.1 -0.966
C -1.380 -0.709 -5.075 -1.5 0.7 -2.1 -0.397
C -0.229 -1.231 -4.511 0.2 -0.1 0.9 0.612
H 2.586 -3.114 -5.033 -1.3 1.1 0.6 0.219
H -2.408 1.029 -2.475 -1.3 1.7 1.5 0.575
H -3.020 0.619 -4.887 -0.6 0.3 0.1 0.443
H -1.636 -0.942 -6.179 0.6 0.3 2.0 0.212
N 0.851 1.888 0.461 1.3 0.3 1.3 -0.440
N -0.034 2.966 0.227 -0.1 -1.1 -1.1 -0.248
C -1.402 2.719 0.453 -1.6 0.2 0.4 0.376
O -2.079 3.705 0.782 0.5 -0.3 -0.2 -0.768
O -1.847 1.530 0.305 0.3 0.3 -0.3 -0.811
H 1.213 2.044 1.432 -0.4 -0.8 -0.9 0.098
H 1.703 1.986 -0.106 -0.7 0.0 -0.2 0.295
H 0.217 3.764 0.732 0.5 1.5 0.7 0.345
Cl -3.249 -1.866 -0.605 0.4 -0.4 0.1 -0.232
C -3.296 -1.329 1.115 0.2 0.1 0.4 -0.506
C -2.049 -1.617 2.022 -0.6 0.5 -1.4 0.567
O -2.202 -1.901 3.195 -0.6 -0.2 0.6 -0.663
O -0.953 -1.444 1.437 1.4 0.0 -0.4 -0.700
H -4.137 -1.801 1.583 -0.6 0.0 0.0 0.443
H -3.411 -0.258 0.956 -0.1 0.1 0.7 0.050
S -1.113 1.133 3.709 2.2 0.7 -0.1 -0.001
C -0.339 2.754 3.552 0.2 -1.3 0.1 -0.004
N 0.956 2.814 3.605 -0.5 -0.4 -0.1 -0.649
C 1.514 1.520 3.772 -1.5 0.4 -0.2 -0.405
C 2.858 1.209 3.816 1.3 -0.9 0.4 -0.606
C 3.243 -0.152 3.912 2.3 2.1 -0.3 -0.253
C 2.323 -1.156 3.882 -0.1 -0.7 0.3 -0.665
C 0.992 -0.858 3.885 -1.7 1.0 -0.2 -0.365
C 0.559 0.483 3.815 -0.1 -0.4 0.1 0.847
H -0.992 3.594 3.338 0.2 0.0 0.1 0.515
H 3.631 1.987 3.816 -0.5 -0.3 -0.1 0.402
H 4.354 -0.380 3.961 -1.5 0.3 -0.1 0.265
H 2.644 -2.185 3.889 0.0 -0.2 0.0 0.408
H 0.229 -1.607 3.896 -0.2 -0.5 -0.1 0.482

=====

46
Properties=species:S:1:pos:R:3:forces:R:3:mulliken_charge:R:1 method="wB97M-V/def2-TZVPD" homo_lumo_gap_ev=10.46 lumo_energy_ev=2.5 total_charge=-1 e_homo_ev=-7.97
As -8.883 6.995 12.504 -0.5 0.6 -0.1 2.160
F -7.294 6.963 11.804 0.0 -0.1 0.2 -0.412
F -8.832 5.334 13.022 0.2 -0.1 -0.4 -0.400
F -10.475 7.196 13.147 -0.1 -0.4 0.2 -0.491
F -9.061 8.691 12.043 0.6 -0.1 0.1 -0.531
F -9.498 6.532 10.952 0.0 -0.3 0.3 -0.490
F -8.183 7.398 14.054 0.0 0.2 -0.2 -0.591
O -7.888 10.098 14.695 0.2 0.1 0.0 -0.673
H -7.770 9.156 14.505 -0.1 0.0 0.0 0.408
H -8.831 10.187 14.857 0.0 0.0 0.0 0.314
O -5.932 4.999 13.849 0.0 -0.2 0.1 -0.651
H -6.209 5.691 14.461 0.2 0.1 -0.2 0.360
H -6.738 4.771 13.379 0.0 0.1 -0.1 0.326
O -11.997 5.426 9.003 0.0 -0.1 -0.1 -0.674
H -11.695 6.339 9.140 -0.2 0.1 0.1 0.338
H -11.271 5.010 8.532 0.1 0.0 0.0 0.313
O -9.767 3.987 15.596 0.1 0.1 0.4 -0.634
H -9.333 3.949 14.741 -0.1 0.1 -0.1 0.337
H -10.429 3.294 15.555 0.0 -0.1 -0.2 0.283
O -11.158 8.164 9.457 0.2 0.3 -0.2 -0.766
H -10.345 7.873 9.897 -0.2 -0.1 0.0 0.361
H -11.465 8.910 9.998 -0.1 -0.2 0.1 0.411
O -5.748 7.263 15.726 -0.1 0.0 0.1 -0.683
H -6.521 7.019 16.246 -0.1 0.1 0.0 0.309
H -5.293 7.927 16.249 0.0 0.0 0.0 0.287
O -11.682 9.775 11.672 -0.1 0.1 0.2 -0.670
H -11.991 10.568 12.117 0.0 0.0 0.0 0.283
H -11.079 9.344 12.293 0.0 -0.1 -0.1 0.300
O -6.385 9.344 10.451 0.2 0.0 0.1 -0.659
H -6.092 10.199 10.773 0.0 0.0 -0.1 0.264
H -6.313 8.749 11.209 -0.1 -0.1 0.0 0.271
O -13.362 7.405 14.991 -0.1 0.0 0.1 -0.609
H -13.194 6.820 14.245 0.2 0.0 0.0 0.324
H -14.294 7.289 15.196 0.0 0.0 0.0 0.288
O -9.964 2.180 13.257 0.0 -0.2 0.0 -0.615
H -10.589 1.649 12.755 0.0 0.0 0.0 0.296
H -9.336 2.501 12.602 0.0 0.1 0.0 0.294
O -8.298 8.190 8.617 0.2 -0.2 0.0 -0.646
H -9.002 8.834 8.744 -0.1 -0.1 -0.1 0.325
H -7.631 8.425 9.278 0.0 0.3 -0.1 0.389
O -7.630 5.025 9.123 0.1 -0.1 -0.1 -0.673
H -7.726 5.981 9.217 -0.2 0.1 -0.1 0.336
H -7.768 4.688 10.012 0.0 0.1 0.1 0.310
O -8.492 11.976 11.962 -0.1 0.0 0.0 -0.642
H -8.406 11.055 12.241 0.0 0.0 0.1 0.353
H -7.601 12.243 11.723 0.0 0.0 0.0 0.270

=====

93
Properties=species:S:1:pos:R:3:forces:R:3:mulliken_spin:R:1 method="wB97M-V/def2-TZVPD" homo_lumo_gap_ev="7.78 / 5.31" lumo_energy_ev="-5.0 / -7.5" spin_multiplicity=3 total_charge=+2 e_homo_ev="-12.76 / -12.79" s_squared=2.010
Pd -0.554 0.841 -0.708 -0.3 -0.2 0.0 1.008
F -5.592 2.786 0.482 0.1 0.0 0.0 0.001
C -5.050 1.604 0.249 -0.1 0.1 0.0 0.003
F -4.944 0.920 1.375 0.0 0.0 0.0 0.000
F -5.769 0.936 -0.632 0.0 0.0 0.0 0.000
S -3.335 1.821 -0.395 0.2 -0.4 0.5 0.024
O -2.559 2.561 0.583 -0.1 -0.2 -0.3 0.005
O -2.844 0.449 -0.611 0.0 0.4 0.0 0.026
N -3.593 2.617 -1.717 0.0 -0.1 -0.1 -0.002
S -2.344 3.012 -2.563 0.1 0.2 -0.1 0.009
O -1.473 1.894 -2.905 0.2 0.1 0.3 0.022
O -1.644 4.184 -2.060 0.0 0.0 -0.1 -0.001
C -3.148 3.557 -4.126 0.0 0.0 0.0 0.001
F -3.984 4.544 -3.867 0.0 0.0 0.0 0.000
F -3.781 2.542 -4.679 0.0 0.0 0.0 0.000
F -2.180 3.984 -4.930 0.0 0.0 0.0 0.000
C -2.679 1.837 6.650 0.0 0.0 0.0 0.000
C -2.108 1.359 5.347 0.0 0.0 0.1 0.007
C -1.651 2.265 4.391 0.0 0.0 0.0 0.001
C -1.122 1.828 3.189 0.0 0.0 0.0 0.016
C -1.031 0.464 2.958 0.0 0.0 -0.1 0.031
C -1.493 -0.469 3.881 0.0 0.1 0.1 0.008
C -2.024 -0.005 5.071 0.0 -0.1 0.0 0.000
S -0.384 -0.205 1.453 0.0 -0.4 0.2 0.168
O -0.943 -1.551 1.269 0.0 0.3 0.0 0.065
C 1.383 -0.272 1.696 0.0 0.1 -0.2 0.042
C 2.010 0.856 2.286 -0.1 -0.1 0.0 -0.006
C 3.366 0.943 2.285 0.1 -0.1 -0.1 0.001
C 4.162 -0.067 1.679 0.0 0.2 0.1 0.008
C 5.573 0.029 1.663 0.0 0.0 0.0 -0.005
C 6.327 -0.947 1.081 0.0 -0.1 -0.1 0.005
C 5.700 -2.064 0.485 0.1 0.1 0.0 -0.002
C 4.341 -2.185 0.492 -0.1 0.0 0.0 0.007
C 3.532 -1.189 1.095 -0.1 -0.1 -0.1 0.007
C 2.102 -1.285 1.108 0.0 -0.1 -0.1 0.003
C 1.483 -2.524 0.524 0.0 0.1 -0.1 0.007
C 1.518 -3.726 1.279 0.1 0.1 0.1 0.009
C 2.052 -3.768 2.597 0.0 0.1 -0.1 0.009
C 2.055 -4.932 3.303 0.0 -0.1 0.0 -0.006
C 1.529 -6.118 2.737 0.0 0.1 0.1 0.012
C 1.008 -6.106 1.478 0.0 0.0 -0.1 -0.008
C 0.986 -4.910 0.719 -0.1 -0.1 -0.1 0.010
C 0.440 -4.887 -0.589 0.0 -0.1 0.1 0.001
C 0.392 -3.736 -1.312 0.1 0.1 0.2 0.022
C 0.927 -2.556 -0.738 0.0 0.0 0.0 0.046
S 0.775 -1.023 -1.592 0.0 0.5 -0.2 0.178
O 2.074 -0.421 -1.941 0.0 -0.1 0.0 0.088
C -0.178 -1.351 -3.027 0.0 0.0 -0.1 0.010
C -1.549 -1.563 -2.897 0.0 0.0 0.0 0.043
C -2.288 -1.781 -4.041 0.0 0.0 0.0 -0.002
C -1.684 -1.779 -5.303 0.0 0.0 0.0 0.016
C -2.508 -2.026 -6.534 0.0 0.0 0.0 0.000
C -0.314 -1.547 -5.394 0.1 0.0 0.0 -0.002
C 0.454 -1.327 -4.261 -0.1 0.0 -0.1 0.019
H -2.988 2.878 6.594 0.0 0.0 0.0 0.000
H -1.933 1.752 7.443 0.0 0.0 0.0 0.001
H -3.538 1.235 6.946 0.0 0.0 0.0 0.000
H -1.736 3.327 4.581 0.0 0.0 0.0 0.000
H -0.824 2.543 2.433 0.0 0.0 0.0 0.002
H -1.447 -1.526 3.659 0.0 0.0 0.0 0.000
H -2.393 -0.718 5.797 0.0 0.0 0.0 0.001
H 1.417 1.606 2.791 0.0 0.0 0.0 -0.003
H 3.860 1.776 2.770 0.0 0.0 0.0 0.000
H 6.044 0.888 2.125 0.0 0.0 0.0 0.000
H 7.406 -0.870 1.074 0.0 0.0 0.0 0.000
H 6.304 -2.831 0.020 0.0 0.0 0.0 0.000
H 3.879 -3.046 0.030 0.0 0.0 0.0 0.001
H 2.459 -2.868 3.039 0.0 0.0 0.0 0.000
H 2.464 -4.954 4.304 0.0 0.0 0.0 0.000
H 1.542 -7.036 3.309 0.0 0.0 0.0 0.000
H 0.604 -7.010 1.041 0.0 0.0 0.0 0.000
H 0.058 -5.806 -1.014 0.0 0.0 0.0 0.000
H -0.024 -3.729 -2.308 0.0 0.0 0.0 -0.001
H -2.024 -1.563 -1.922 0.0 0.0 0.0 -0.002
H -3.354 -1.952 -3.962 0.0 0.0 0.0 0.000
H -2.948 -3.024 -6.506 0.0 0.0 0.0 0.001
H -1.908 -1.944 -7.438 0.0 0.0 0.0 0.000
H -3.329 -1.312 -6.597 0.0 0.0 0.0 0.001
H 0.161 -1.542 -6.367 0.0 0.0 0.0 0.001
H 1.519 -1.144 -4.327 0.0 0.0 0.0 -0.002
N 0.340 5.857 -1.043 0.0 0.1 0.0 0.001
C 1.211 4.689 -1.423 -0.1 0.1 0.0 0.010
C 0.896 3.506 -0.511 -0.1 -0.1 -0.2 -0.002
N 1.114 2.222 -1.200 -0.4 0.0 0.0 0.095
H 0.494 6.654 -1.663 0.0 0.0 0.0 0.000
H 0.490 6.176 -0.084 0.0 0.0 0.0 0.000
H -0.644 5.567 -1.152 -0.1 -0.1 -0.1 0.000
H 2.252 5.004 -1.411 0.0 0.0 0.0 0.002
H 0.903 4.459 -2.438 0.1 -0.1 -0.1 0.000
H -0.169 3.560 -0.274 0.0 0.0 0.1 -0.004
H 1.453 3.524 0.425 0.1 0.0 0.0 -0.004
H 2.040 1.814 -1.131 0.1 0.0 0.2 -0.004
H 0.908 2.328 -2.193 0.0 -0.1 0.0 -0.002

=====

14
Properties=species:S:1:pos:R:3:forces:R:3:mulliken_charge:R:1 method="wB97M-V/def2-TZVPD" homo_lumo_gap_ev=9.86 lumo_energy_ev=0.7 total_charge=0 e_homo_ev=-9.15
C 2.648 0.324 -0.188 -0.1 3.1 0.9 -0.689
C -1.960 0.567 0.206 -0.1 1.3 3.1 -0.502
H 1.050 -0.976 0.146 -4.1 0.7 -1.0 0.231
H 2.364 -1.661 -0.198 -0.8 2.2 2.1 0.239
H 3.686 0.571 0.129 -0.5 -1.1 1.0 0.270
H 2.836 0.122 -1.185 -0.1 0.5 -2.6 0.283
H 2.175 1.344 0.026 0.1 -1.5 -0.7 0.247
H -2.953 -1.332 0.337 0.3 -1.1 2.6 0.272
H -3.689 -0.385 -0.627 4.5 -1.1 0.3 0.266
H -1.027 1.045 -0.467 -2.6 -1.8 2.0 0.135
H -2.903 1.724 0.275 2.8 -3.7 0.0 0.247
H -1.641 0.157 1.464 -0.4 2.3 -3.8 0.209
N 1.944 -0.781 0.364 5.4 -4.0 0.3 -0.584
N -2.529 -0.719 -0.283 -4.5 4.1 -4.2 -0.623

=====

14
Properties=species:S:1:pos:R:3:forces:R:3:mulliken_charge:R:1 method="wB97M-V/def2-TZVPD" homo_lumo_gap_ev=12.45 lumo_energy_ev=-3.2 total_charge=+1 e_homo_ev=-15.70
N -0.335 -0.186 -0.020 -0.9 0.6 -0.3 -0.379
H -1.019 0.414 0.452 -0.1 -0.3 0.1 0.402
H 0.569 0.284 0.109 0.6 -0.3 0.1 0.352
H -0.561 -0.245 -1.019 -0.1 -0.2 0.0 0.310
H -0.426 -1.132 0.339 0.4 0.1 0.4 0.368
H -0.802 -0.082 3.625 -0.2 0.0 -0.1 0.328
H 0.140 0.766 2.803 -0.3 0.0 0.1 0.323
O -0.704 0.293 2.741 0.6 0.1 0.0 -0.631
H -1.245 -0.798 -3.175 -0.1 -0.1 0.2 0.326
H -1.509 -2.227 -2.756 0.0 -0.1 0.2 0.325
O -1.305 -1.360 -2.387 0.1 0.4 -0.5 -0.677
H 2.658 1.833 0.405 0.1 0.0 -0.2 0.314
H 2.440 1.198 -1.007 0.3 0.2 0.1 0.309
O 2.099 1.242 -0.109 -0.4 -0.3 0.1 -0.670

=====

The maximum force results, record by record, are as follows: 3.22 0.79 0.65 7.36 1.10 eV/A.